No. 1
This record from OMol25 describes a structure of composition C29H69N11O21P2 at a distorted geometry. The level of theory is ωB97M-V with the def2-TZVPD basis set.

Maximum force = 17.628 eV/A
Total energy = -109104.07321 eV
E_HOMO = -6.944 eV
Total charge = 0
Multiplicity = 1
Relative energy (zero: lowest compared OMol25 entry of this formula, charge and spin) = 37.6419 eV

```
132
Properties=species:S:1:pos:R:3:lowdin_charge:R:1
P 13.65 -15.33 -6.48 0.793
P 16.20 -13.83 -1.21 0.606
O 18.16 -18.62 -6.67 0.074
O 15.51 -18.38 -7.75 -0.134
O 16.45 -16.99 -4.55 -0.093
O 18.51 -14.22 -6.03 0.008
O 20.10 -13.43 -7.22 0.092
O 19.99 -17.24 -6.37 0.073
O 14.89 -20.42 -6.78 -0.033
O 17.12 -12.04 -8.90 0.117
O 16.70 -12.75 -0.33 -0.297
O 16.94 -17.00 -8.78 -0.018
O 14.73 -13.62 -9.53 0.043
O 14.84 -15.68 -7.30 -0.317
O 17.68 -13.74 -10.15 0.019
O 17.03 -15.23 -5.74 -0.137
O 19.59 -18.39 -8.25 0.146
O 15.95 -20.72 -4.87 0.173
O 13.23 -14.50 -10.90 0.035
O 17.04 -21.31 -6.67 0.161
O 14.08 -17.74 -9.17 -0.020
O 17.64 -16.45 -10.86 0.111
O 19.06 -16.21 -9.23 -0.023
N 16.71 -16.42 -5.59 -0.151
N 14.57 -13.79 -1.67 -0.261
N 17.04 -13.98 -2.75 -0.246
N 13.24 -16.48 -5.30 -0.209
N 12.23 -15.16 -7.43 -0.259
N 13.86 -13.80 -5.57 -0.215
N 14.21 -14.59 -10.10 -0.338
N 19.52 -14.34 -6.70 -0.329
N 16.35 -15.35 -0.44 -0.284
N 14.64 -18.62 -8.58 -0.205
N 17.20 -13.23 -9.15 -0.358
C 14.22 -20.01 -8.83 0.074
C 14.70 -15.98 -9.72 -0.012
C 17.42 -12.79 -3.49 -0.119
C 19.96 -15.70 -7.17 -0.045
C 13.60 -12.94 -0.99 -0.106
C 19.40 -20.75 -8.93 0.015
C 12.18 -13.96 -8.29 -0.100
C 17.72 -15.99 -0.33 -0.094
C 17.78 -16.61 -9.57 -0.473
C 18.82 -15.87 -11.43 -0.053
C 14.25 -17.36 -4.81 -0.265
C 14.00 -19.98 -5.80 -0.102
C 15.51 -15.56 0.78 -0.112
C 21.03 -15.64 -10.36 -0.012
C 18.68 -19.37 -8.78 -0.195
C 17.69 -19.43 -7.66 -0.177
C 17.25 -15.28 -3.49 -0.113
C 14.87 -19.11 -3.59 -0.058
C 11.58 -16.42 -8.03 -0.048
C 16.05 -20.84 -6.15 -0.474
C 13.95 -14.90 -2.43 -0.133
C 19.61 -15.38 -10.26 -0.341
C 16.82 -14.23 -8.11 0.036
C 12.79 -13.33 -4.74 -0.139
C 11.88 -16.71 -4.77 -0.074
C 15.16 -13.57 -4.90 -0.116
C 14.65 -20.32 -4.47 -0.204
C 19.31 -18.05 -7.06 -0.496
C 16.60 -17.13 -6.93 -0.086
H 15.84 -16.50 1.21 0.067
H 20.49 -16.14 -6.32 0.066
H 15.73 -19.20 -2.93 0.127
H 15.31 -13.93 -3.88 0.042
H 19.92 -21.11 -8.05 0.101
H 16.77 -19.01 -8.07 0.092
H 13.47 -15.69 -1.85 0.087
H 13.99 -11.93 -0.83 0.076
H 14.67 -15.41 -3.07 0.058
H 19.08 -16.25 -7.51 0.086
H 11.83 -16.31 -3.76 0.070
H 17.60 -14.73 -7.54 0.089
H 13.36 -13.21 0.04 0.072
H 13.88 -19.94 -9.87 0.114
H 11.25 -13.93 -8.86 0.090
H 16.42 -18.20 -6.86 0.061
H 21.24 -16.70 -10.46 0.108
H 11.86 -13.44 -5.30 0.080
H 12.71 -12.81 -1.60 0.078
H 12.27 -17.26 -7.90 0.048
H 18.21 -15.75 -3.27 0.087
H 15.01 -16.84 -4.21 0.073
H 18.85 -21.56 -9.40 0.090
H 19.32 -16.52 -12.15 0.142
H 14.04 -18.92 -2.90 0.128
H 16.70 -12.56 -4.27 0.032
H 17.54 -17.06 -7.47 0.093
H 15.57 -14.80 1.57 0.076
H 16.58 -16.11 -3.25 0.066
H 14.99 -20.79 -8.81 0.123
H 20.18 -20.54 -9.67 0.077
H 18.27 -18.94 -9.69 0.155
H 21.48 -15.01 -11.12 0.111
H 13.57 -18.99 -5.88 0.119
H 21.55 -15.33 -9.45 0.083
H 18.40 -12.88 -3.96 0.083
H 19.34 -14.35 -10.03 0.135
H 13.83 -18.11 -4.14 0.052
H 15.36 -12.50 -4.84 0.093
H 17.60 -11.87 -2.92 0.086
H 10.77 -16.60 -7.34 0.063
H 20.73 -15.69 -7.94 0.111
H 18.61 -15.00 -12.05 0.142
H 17.63 -17.00 0.05 0.070
H 17.57 -20.49 -7.46 0.006
H 12.17 -13.11 -7.61 0.080
H 16.38 -15.07 -8.64 0.065
H 14.07 -21.13 -4.02 0.166
H 13.12 -14.68 -3.11 0.008
H 13.99 -16.66 -10.19 0.099
H 12.91 -12.32 -4.37 0.103
H 18.35 -15.45 0.38 0.075
H 15.68 -16.14 -10.18 0.111
H 13.13 -20.62 -5.97 0.142
H 16.10 -13.83 -7.41 0.105
H 17.29 -15.11 -4.57 -0.079
H 14.66 -16.20 -8.66 0.030
H 15.88 -16.60 -7.56 0.046
H 14.46 -15.70 0.51 0.059
H 11.57 -17.76 -4.74 0.088
H 18.24 -15.94 -1.28 0.047
H 14.88 -17.72 -5.63 0.103
H 12.94 -13.96 -9.07 0.017
H 15.03 -18.14 -4.07 -0.019
H 16.02 -13.98 -5.44 0.058
H 12.78 -13.94 -3.84 0.004
H 11.20 -16.01 -5.25 0.072
H 13.32 -20.21 -8.26 0.118
H 11.30 -16.33 -9.08 0.092
```

***

No. 2
This record from OMol25 describes a cluster of 6 separate species, C29H70BNO9S3 in total at a distorted geometry. The level of theory is ωB97M-V with the def2-TZVPD basis set.

Maximum force = 2.512 eV/A
Total energy = -84307.86777 eV
E_HOMO = -8.613 eV
Total charge = 0
Multiplicity = 1

```
113
Properties=species:S:1:pos:R:3:lowdin_charge:R:1
S 4.28 0.56 1.30 0.904
S 4.12 -1.54 -0.76 0.730
S -3.40 1.70 0.45 1.025
O -4.20 -5.72 0.59 -0.060
O -3.24 2.33 -2.88 0.121
O 7.44 -2.51 -0.65 -0.078
O -2.12 1.75 1.53 -0.361
O -3.28 0.50 -0.43 -0.400
O 2.14 -2.97 -3.36 -0.076
O -3.74 3.31 4.57 -0.061
O -3.16 3.02 -0.52 -0.162
O -1.40 5.65 -3.70 -0.058
N 2.06 -1.07 1.03 -0.230
C 3.37 -0.79 0.51 -1.027
C 0.87 -4.69 1.10 -0.237
C 7.76 -4.82 -1.27 -0.065
C -5.74 4.03 3.44 -0.062
C 0.98 -0.83 0.05 -0.169
C 4.78 2.84 4.08 -0.118
C -5.04 -3.49 0.95 -0.062
C 1.98 -2.37 1.71 -0.175
C 1.98 -3.64 0.78 -0.194
C 0.05 0.30 0.65 -0.148
C 7.30 -4.16 1.11 -0.063
C -0.60 -0.18 2.01 -0.135
C 0.16 -1.59 -3.47 -0.063
C 3.52 2.42 3.25 -0.303
C -1.99 0.51 2.25 -0.227
C -6.35 -5.52 1.66 -0.066
C -0.16 3.71 -0.92 -0.096
C -4.22 5.67 4.57 -0.064
C -1.89 7.17 -5.49 -0.064
C -4.96 -4.91 1.48 -0.502
C -4.80 4.27 4.61 -0.496
C -0.86 2.65 -1.87 -0.115
C -0.55 -4.09 1.32 -0.121
C -1.60 4.72 -5.91 -0.060
C -1.16 5.91 -5.08 -0.492
C 1.73 -1.79 -5.42 -0.063
C 7.97 -3.76 -0.20 -0.500
C 1.11 -2.51 -4.23 -0.492
C 3.53 0.88 2.95 -0.457
B -2.47 2.66 -1.74 -0.603
H 2.31 -0.92 -5.09 0.082
H -5.21 4.13 2.49 0.075
H -5.00 6.43 4.62 0.080
H -5.53 -3.47 -0.03 0.083
H -5.34 4.12 5.55 0.138
H 0.57 -3.39 -4.58 0.138
H -4.04 -3.07 0.82 0.069
H 0.70 -0.72 -3.07 0.068
H -6.87 -5.57 0.70 0.081
H 8.17 -5.78 -0.97 0.078
H -2.80 -0.20 1.99 0.106
H 1.10 -5.35 1.96 0.104
H 2.88 -2.46 2.37 0.127
H 0.80 -5.36 0.21 0.106
H -3.64 5.83 3.66 0.081
H 1.43 -0.39 -0.86 0.100
H -0.69 3.79 0.06 0.062
H -0.27 -2.12 -2.61 0.075
H 6.22 -4.27 0.97 0.073
H 8.24 -4.51 -2.21 0.078
H -0.15 4.71 -1.40 0.067
H -2.35 5.52 -3.58 0.088
H -0.45 1.63 -1.73 0.084
H -4.44 -4.91 2.44 0.137
H 0.96 -1.44 -6.12 0.078
H -0.81 0.37 -0.06 0.081
H 2.48 0.52 2.97 0.059
H 1.89 -3.37 -0.30 0.085
H -1.70 7.41 -6.54 0.080
H 9.03 -3.61 -0.03 0.137
H -6.27 -6.54 2.03 0.079
H 3.49 3.04 2.33 0.089
H 0.32 -1.69 -0.13 0.105
H 4.56 3.66 4.79 0.069
H 5.61 3.18 3.43 0.073
H -4.65 -5.73 -0.26 0.085
H -0.08 6.06 -5.19 0.139
H -0.61 2.93 -2.92 0.094
H -0.59 -3.62 2.33 0.062
H 4.17 0.38 3.70 0.069
H -1.07 3.81 -5.60 0.075
H 5.10 1.98 4.71 0.067
H -2.09 0.75 3.33 0.122
H 0.58 1.26 0.75 0.115
H -2.66 4.52 -5.78 0.083
H -2.97 7.06 -5.35 0.082
H 1.12 -2.34 2.41 0.101
H 2.62 2.69 3.84 0.099
H -1.40 4.88 -6.97 0.080
H 6.69 -4.95 -1.49 0.081
H 0.12 0.00 2.83 0.102
H -2.92 1.46 -3.16 0.101
H 7.44 -3.39 1.86 0.079
H 2.63 -2.20 -3.04 0.023
H -6.95 -4.93 2.36 0.079
H -1.57 8.02 -4.88 0.079
H -0.82 -1.27 1.97 0.090
H -6.15 3.02 3.47 0.080
H -5.61 -2.84 1.63 0.080
H 2.96 -4.17 0.86 0.101
H 2.41 -2.45 -5.96 0.080
H -1.34 -4.88 1.33 0.069
H -3.26 3.43 3.74 0.072
H 7.70 -5.10 1.49 0.078
H 6.49 -2.63 -0.80 -0.005
H -6.58 4.74 3.45 0.080
H -0.86 -3.33 0.58 0.061
H -0.65 -1.24 -4.11 0.079
H -3.53 5.82 5.41 0.079
H 0.89 3.45 -0.69 0.067
```

***

No. 3
This record from OMol25 describes a cluster of 8 separate species, C29H71N7O10PS in total. The level of theory is ωB97M-V with the def2-TZVPD basis set.

Maximum force = 0.533 eV/A
Total energy = -82251.52957 eV
E_HOMO = -2.750 eV
Total charge = -1
Multiplicity = 1

```
119
Properties=species:S:1:pos:R:3:lowdin_charge:R:1
S -4.60 3.13 -0.34 0.587
P 0.38 -0.25 -0.34 0.412
O -5.51 2.90 0.74 -0.294
O -3.45 -4.98 -5.74 0.010
O 5.99 -5.18 3.90 0.017
O -4.94 2.02 -1.42 -0.189
O -3.83 0.18 -2.98 0.001
O -4.66 4.43 -0.95 -0.321
O -1.91 4.02 4.14 0.025
O -2.27 9.61 -3.44 -0.007
O 4.96 -1.99 3.05 0.028
O 1.04 -3.93 0.03 0.007
N -3.62 7.79 -3.26 -0.195
N -1.94 -4.22 -7.26 -0.196
N 7.54 -6.44 2.81 -0.197
N 2.50 -4.66 1.59 -0.189
N 6.06 -1.57 4.98 -0.195
N -3.17 5.86 4.46 -0.199
N -4.96 -1.78 -2.90 -0.182
C -4.26 5.29 3.67 -0.030
C 1.49 3.84 0.19 -0.126
C 2.80 -5.56 2.68 -0.071
C 7.30 -1.26 5.66 -0.072
C -1.49 -3.15 -6.37 -0.026
C -2.05 5.12 4.61 -0.347
C 1.15 1.72 -2.25 -0.183
C 6.84 -7.67 3.15 -0.041
C 4.84 -1.73 5.75 -0.036
C 1.32 -4.67 0.94 -0.364
C -2.91 -5.05 -6.83 -0.353
C -2.78 2.02 1.44 -0.215
C -1.58 1.05 1.48 -0.268
C 1.66 2.32 0.11 -0.320
C 3.52 -3.70 1.18 -0.041
C 5.98 -1.72 3.64 -0.352
C -1.46 0.07 0.30 -0.361
C -2.92 2.76 0.11 -0.233
C 8.75 -6.50 2.03 -0.064
C -3.12 8.97 -2.85 -0.368
C 0.64 1.64 -0.82 -0.531
C 7.01 -5.27 3.25 -0.345
C -3.32 7.18 5.04 -0.073
C -4.65 7.08 -2.51 -0.052
C -1.32 -4.36 -8.56 -0.068
C -4.37 -2.21 -4.16 -0.045
C -4.61 -0.58 -2.42 -0.325
C -3.11 7.22 -4.48 -0.044
C -5.88 -2.65 -2.21 -0.054
H 4.40 -3.85 1.80 0.050
H -1.77 -5.21 -9.08 0.078
H -4.91 7.64 -1.62 0.084
H -4.60 4.36 4.11 0.098
H -4.22 1.87 -2.07 0.071
H -5.06 -0.34 -1.45 0.134
H -3.93 5.08 2.66 0.088
H -3.61 6.27 -4.67 0.086
H -3.28 -2.25 -4.05 0.089
H -2.48 2.21 -0.72 0.077
H -2.45 3.74 0.13 0.103
H 5.06 -1.58 6.81 0.082
H 6.95 -1.59 3.13 0.132
H -2.03 7.05 -4.41 0.093
H 0.26 -1.64 0.00 -0.086
H -2.10 0.34 -0.55 0.033
H 8.56 -6.95 1.05 0.089
H -3.48 7.93 4.26 0.087
H -2.63 2.79 2.20 0.076
H 0.45 1.23 -2.93 0.041
H -1.79 -0.92 0.64 0.047
H -6.22 -2.16 -1.29 0.085
H 7.22 -0.32 6.20 0.086
H -0.71 -2.59 -6.87 0.089
H 3.68 -6.17 2.44 0.068
H -1.11 -3.56 -5.44 0.103
H -1.27 5.63 5.21 0.130
H -6.76 -2.85 -2.83 0.086
H 2.11 1.20 -2.31 0.049
H -2.41 7.43 5.58 0.078
H 3.02 -5.01 3.60 0.084
H 4.08 -1.01 5.43 0.097
H 4.43 -2.73 5.60 0.090
H -4.61 -1.50 -4.95 0.093
H -3.58 9.32 -1.90 0.128
H 0.86 0.01 1.06 -0.035
H -5.54 6.96 -3.13 0.091
H 1.57 1.91 1.12 0.062
H 7.56 -2.05 6.37 0.086
H -0.13 -0.53 -1.71 -0.040
H -4.17 7.21 5.73 0.085
H -4.30 6.09 -2.21 0.053
H 1.29 2.76 -2.58 0.054
H -3.28 7.89 -5.33 0.088
H -2.32 -2.49 -6.13 0.078
H 8.10 -1.18 4.92 0.078
H 0.45 4.08 0.43 0.055
H -0.66 1.63 1.62 0.080
H 7.39 -8.51 2.73 0.084
H 1.75 4.32 -0.76 0.056
H -5.41 -3.59 -1.95 0.092
H 2.66 2.08 -0.26 0.097
H 9.12 -5.49 1.87 0.082
H 1.79 -0.48 -0.79 -0.045
H -3.17 -5.83 -7.57 0.129
H 3.78 -3.86 0.13 0.092
H -1.70 0.47 2.39 0.099
H 0.61 -5.42 1.35 0.124
H 6.78 -7.79 4.24 0.092
H -4.73 -3.20 -4.43 0.072
H -0.30 2.20 -0.73 0.071
H 7.60 -4.39 2.94 0.131
H 5.83 -7.66 2.76 0.084
H -0.25 -4.54 -8.46 0.089
H -1.47 -3.46 -9.16 0.088
H -5.08 6.00 3.64 0.085
H -3.69 1.50 1.72 0.104
H 1.95 -6.22 2.85 0.075
H 3.16 -2.68 1.29 0.093
H 9.52 -7.08 2.54 0.086
H 2.11 4.28 0.97 0.055
```

***

No. 4
This record from OMol25 describes a structure of composition C29H73Br3N4O4 at a distorted geometry. The level of theory is ωB97M-V with the def2-TZVPD basis set.

Maximum force = 3.788 eV/A
⟨S²⟩ = 0.75
Total energy = -255529.77803 eV
E_HOMO (alpha / beta) = -1.524 / -5.970 eV
Total charge = -1
Multiplicity = 2
Relative energy (zero: lowest compared OMol25 entry of this formula, charge and spin) = 0.2596 eV

```
113
Properties=species:S:1:pos:R:3:lowdin_spin:R:1
Br 5.76 -35.53 -18.16 0.164
Br 3.91 -34.31 -20.55 0.298
Br 5.82 -32.37 -18.75 0.161
O 1.42 -31.76 -18.03 0.001
O 2.30 -35.25 -15.89 0.002
O 3.20 -37.74 -23.45 0.001
O 7.08 -30.41 -13.70 0.000
N -0.12 -34.40 -17.47 0.000
N 3.91 -33.38 -13.16 0.000
N 5.91 -38.33 -23.09 0.000
N 9.11 -32.47 -13.92 0.000
C -1.56 -32.50 -17.45 0.000
C -2.02 -31.65 -25.20 0.000
C 1.91 -31.80 -22.60 0.004
C 0.66 -32.49 -18.99 0.001
C 10.59 -41.54 -17.39 0.000
C 6.80 -31.73 -14.21 0.000
C 9.72 -39.62 -18.87 0.000
C 0.69 -32.74 -22.51 0.005
C 5.51 -37.30 -23.96 0.001
C 3.22 -35.00 -14.84 0.001
C 8.01 -32.41 -14.88 0.001
C 7.42 -29.43 -14.74 0.001
C -0.31 -32.81 -23.69 0.000
C 4.73 -33.96 -18.71 0.281
C 2.51 -37.49 -22.21 0.006
C 8.38 -39.41 -19.70 0.000
C 10.36 -41.01 -18.82 0.000
C 3.18 -32.46 -15.18 0.003
C 7.81 -33.85 -15.22 0.001
C -0.52 -33.26 -18.30 0.000
C 9.28 -41.82 -16.69 0.000
C 2.10 -36.57 -16.45 0.001
C 3.03 -33.62 -14.26 0.000
C 2.37 -30.83 -18.65 0.003
C -3.24 -32.43 -24.49 0.000
C 8.13 -37.97 -19.74 0.003
C -0.97 -31.51 -24.08 0.000
C 4.14 -36.69 -23.64 0.006
C 5.53 -38.00 -25.30 0.000
H 2.05 -30.27 -19.53 0.000
H 3.20 -35.74 -14.03 0.000
H 1.33 -36.52 -17.22 0.000
H -1.41 -31.18 -23.14 0.000
H 4.81 -33.70 -13.48 0.000
H -2.41 -30.67 -25.49 0.000
H 3.95 -33.81 -17.96 0.008
H 3.17 -37.70 -21.36 0.000
H 7.37 -34.44 -14.41 0.000
H -1.00 -33.58 -23.35 0.000
H -1.57 -32.30 -25.96 0.000
H 6.47 -38.38 -25.69 0.000
H 8.43 -42.09 -17.32 0.000
H 8.23 -31.89 -15.81 0.001
H 7.11 -33.98 -16.05 0.001
H 1.61 -38.08 -22.08 0.000
H 4.05 -32.59 -15.82 0.003
H 7.41 -28.48 -14.21 0.000
H 2.21 -36.45 -22.11 0.007
H -0.21 -30.84 -24.50 0.000
H 2.20 -32.39 -15.66 0.000
H 6.08 -31.86 -15.01 0.000
H 8.95 -31.58 -13.48 0.000
H -1.07 -33.82 -19.05 0.000
H 11.32 -40.91 -19.33 0.000
H 8.54 -39.86 -20.68 0.000
H 3.33 -31.51 -14.67 0.000
H 6.37 -36.63 -24.04 0.000
H -0.16 -34.09 -16.51 0.000
H 7.32 -37.67 -20.40 0.000
H -3.53 -31.88 -23.60 0.000
H 6.55 -32.41 -13.39 0.000
H 2.96 -37.00 -16.96 0.001
H 9.17 -40.93 -16.08 0.000
H 9.81 -41.81 -19.31 0.000
H 8.45 -29.67 -15.00 0.000
H 4.69 -38.69 -25.40 0.000
H 11.19 -40.93 -16.72 0.000
H 9.04 -37.48 -20.10 0.000
H 7.46 -39.86 -19.31 0.000
H 2.36 -31.91 -23.58 0.001
H 2.01 -33.49 -13.91 0.000
H -3.08 -33.48 -24.28 0.000
H -1.17 -32.01 -16.56 0.000
H 1.56 -30.77 -22.53 0.000
H 5.31 -37.36 -26.15 0.000
H 11.27 -42.34 -17.65 0.000
H 3.89 -36.06 -24.50 0.000
H 4.26 -35.97 -22.83 0.010
H 9.36 -42.70 -16.05 0.000
H 5.20 -39.02 -22.93 0.000
H 8.77 -34.26 -15.54 0.000
H 10.42 -38.91 -19.32 0.000
H 0.08 -31.72 -19.50 0.000
H 8.94 -33.20 -13.24 0.000
H 3.23 -31.34 -19.11 0.003
H 7.77 -37.62 -18.77 0.005
H 3.66 -33.94 -12.35 0.000
H 2.63 -31.91 -21.78 0.002
H 6.76 -29.52 -15.61 0.001
H 1.74 -37.27 -15.70 0.000
H 0.88 -34.50 -17.61 0.000
H 1.32 -33.08 -19.63 0.001
H 2.64 -30.11 -17.89 0.000
H -2.06 -31.68 -17.97 0.000
H -4.10 -32.41 -25.16 0.000
H 1.02 -33.69 -22.08 0.006
H -2.37 -33.22 -17.31 0.000
H 6.77 -38.79 -23.36 0.000
H 0.11 -32.27 -21.71 0.000
H 4.17 -35.13 -15.35 0.001
H 9.55 -39.19 -17.89 0.000
H 0.24 -33.28 -24.51 0.000
```